No. 1
Below is C51H44N5O2P2Se2Te2Y as an isolated structure, with properties calculated with ωB97M-V/def2-TZVPD.

Output
**HOMO**: -6.07 eV
**Molecular weight**: 1322.92 g/mol

The geometry in XYZ format:
```
109
Properties=species:S:1:pos:R:3:lowdin_charge:R:1
Y -1.61852 -1.47457 1.65322 1.05
C -6.14404 -2.26265 2.46519 -0.03
C -6.56354 -3.11657 1.45955 -0.04
C -5.63363 -3.61168 0.56085 0.01
C -4.30478 -3.23460 0.68729 -0.22
N -3.91359 -2.38034 1.64199 -0.01
C -4.80544 -1.91532 2.51615 -0.10
C -3.22945 -3.77564 -0.18944 -0.21
C -3.44100 -4.78507 -1.12259 0.02
C -2.37045 -5.24711 -1.86396 -0.02
C -1.10769 -4.71072 -1.65760 0.01
C -0.97217 -3.72395 -0.69864 -0.20
N -2.01351 -3.26957 0.00111 0.05
C 0.34891 -3.13226 -0.31964 -0.15
C 1.34074 -2.92317 -1.38529 -0.09
C 3.74718 -3.43390 -0.32260 -0.19
C 3.65100 -2.30855 0.74601 -0.12
C 1.57857 -2.04449 1.34423 -0.31
N 0.38483 -2.64555 0.86520 0.02
H -6.83221 -1.86825 3.19894 0.11
H -7.60370 -3.40252 1.37732 0.11
H -5.94535 -4.27980 -0.22756 0.11
H -4.42191 -1.24668 3.27936 0.12
H -4.42141 -5.21258 -1.26500 0.11
H -2.51577 -6.03455 -2.59136 0.12
H -0.24565 -5.06760 -2.20382 0.12
H 0.88309 -2.99937 -2.36215 0.12
H 4.76155 -3.54959 -0.70922 0.14
H 4.62138 -1.90938 1.02535 0.13
H 1.30477 -1.35724 2.15384 0.04
C 1.29772 3.28058 -1.08902 -0.34
N 2.43601 2.90732 -0.26903 -0.19
C 2.98206 1.56921 -0.50123 -0.30
P 2.04248 0.41430 0.60887 1.12
C 2.50161 -1.34692 0.26689 -0.36
C 2.22642 -1.68710 -1.18848 -0.14
C 2.85788 -2.99890 -1.47785 -0.11
C 3.24902 -4.66751 0.38903 -0.02
C 2.68404 -4.37834 1.55488 -0.02
C 2.76587 -2.91681 1.85034 -0.17
C 2.80121 0.78190 2.22501 -0.38
C 1.99333 1.41297 3.16816 -0.13
C 2.49243 1.73123 4.42467 -0.08
C 3.80300 1.41922 4.74904 -0.08
C 4.62144 0.79718 3.81306 -0.08
C 4.12341 0.48423 2.55844 -0.11
C 3.35598 3.93053 0.04750 -0.23
C 4.35357 3.69327 1.00074 -0.02
C 5.25263 4.68404 1.34893 -0.08
C 5.18481 5.94435 0.76838 -0.11
C 4.19849 6.18991 -0.16991 -0.09
C 3.29470 5.19937 -0.53491 -0.03
P -0.19987 2.16343 -0.99526 1.06
C -1.39251 3.31069 -1.79462 -0.37
C -2.02407 3.06126 -3.00997 -0.08
C -3.01617 3.91447 -3.47954 -0.09
C -3.38828 5.02840 -2.74411 -0.09
C -2.77159 5.28275 -1.52493 -0.09
C -1.79363 4.42449 -1.05076 -0.12
C 0.07020 0.96296 -2.36389 -0.41
C 0.89284 1.17092 -3.47415 -0.11
C 0.96725 0.22877 -4.48868 -0.08
C 0.18553 -0.92086 -4.43397 -0.08
C -0.65738 -1.12575 -3.35367 -0.09
C -0.68833 -0.20330 -2.31656 -0.11
H 1.58894 3.45622 -2.13505 0.09
H 0.91483 4.22753 -0.71054 0.08
H 4.05360 1.56534 -0.30729 0.09
H 2.83730 1.27459 -1.54846 0.07
H 2.12792 -0.90223 -1.92818 0.12
H 3.18970 -3.21961 -2.48424 0.15
H 3.29332 -5.65389 -0.05534 0.11
H 2.17262 -5.07832 2.20248 0.12
H 2.99579 -2.67499 2.88605 0.13
H 0.95985 1.62864 2.92836 0.06
H 1.84696 2.20679 5.15155 0.11
H 4.18971 1.65748 5.73157 0.10
H 5.64749 0.55738 4.06183 0.10
H 4.77871 0.02831 1.82776 0.10
H 4.39927 2.73711 1.50359 0.08
H 6.00416 4.47072 2.09888 0.10
H 5.88503 6.71944 1.04912 0.10
H 4.12643 7.16292 -0.63960 0.10
H 2.55461 5.42962 -1.28673 0.10
H -1.74751 2.19495 -3.59790 0.10
H -3.49549 3.70516 -4.42764 0.10
H -4.15826 5.69328 -3.11345 0.10
H -3.06385 6.14274 -0.93591 0.10
H -1.34956 4.61045 -0.07810 0.10
H 1.47392 2.07919 -3.56483 0.09
H 1.61513 0.40330 -5.33851 0.10
H 0.22251 -1.64025 -5.24278 0.10
H -1.30745 -1.99213 -3.31458 0.11
H -1.35838 -0.36382 -1.48184 0.06
Se -1.16214 -0.22462 4.03031 -0.17
Te 0.50570 -1.77145 5.12944 0.11
Te -1.18489 -3.84007 5.41297 0.07
Se -1.61979 -4.21808 2.97760 -0.27
O -3.13349 0.98927 2.11455 -0.07
C -3.57968 0.76043 0.99606 -0.54
C -4.84005 1.35273 0.39555 -0.07
C -4.98620 0.59125 -0.91865 -0.07
C -3.80143 -0.37188 -0.92397 -0.51
O -3.60961 -1.22657 -1.77129 0.04
N -3.00080 -0.15138 0.16797 0.01
H -4.70656 2.42783 0.27204 0.12
H -5.66505 1.20017 1.09168 0.12
H -4.92721 1.22629 -1.80320 0.12
H -5.90641 0.01123 -0.99143 0.12
```

---

No. 2
Below is a 13-piece molecular cluster, C32H93N3O13 overall, with properties calculated with ωB97M-V/def2-TZVPD.

Output
**HOMO**: -9.44 eV
**Molecular weight**: 728.10 g/mol

The geometry in XYZ format:
```
141
Properties=species:S:1:pos:R:3:lowdin_charge:R:1
C 10.93860 7.43294 11.60895 -0.07
C 11.74238 8.75097 11.56859 -0.32
O 12.75462 8.65228 10.56028 -0.11
H 10.07838 7.49778 12.25839 0.05
H 11.61771 6.60732 11.94302 0.09
H 10.54024 7.26930 10.57690 0.08
H 12.19553 8.96629 12.55246 0.11
H 11.09115 9.56386 11.33531 0.06
H 13.56260 8.96874 11.02719 0.06
C 18.32908 13.62620 11.73096 -0.09
C 17.02120 12.94297 11.77642 -0.29
O 16.05314 13.97219 12.06832 -0.13
H 18.30648 14.56721 11.10808 0.10
H 19.15038 12.95473 11.37868 0.09
H 18.71108 13.89757 12.70326 0.05
H 16.97679 12.23505 12.60948 0.11
H 16.84442 12.36440 10.89550 0.08
H 15.22272 13.61187 12.41038 0.03
C 17.03262 9.19421 12.80313 -0.07
C 16.30899 9.34405 11.45954 -0.35
O 15.13261 10.05934 11.54242 -0.11
H 18.09938 8.93348 12.66696 0.08
H 16.67634 8.29711 13.32999 0.07
H 16.88325 10.02218 13.45606 0.04
H 16.21581 8.32380 11.00063 0.12
H 16.94960 9.91732 10.77777 0.10
H 15.09052 10.65834 10.76091 0.04
C 11.24655 10.98939 8.37346 -0.09
C 9.96238 10.54048 8.90921 -0.30
O 8.95233 11.27704 8.15963 -0.10
H 11.31462 12.08852 8.39777 0.08
H 11.34319 10.73413 7.32803 0.08
H 12.15222 10.55794 8.87165 0.07
H 9.77530 10.82814 9.96706 0.09
H 9.84412 9.47861 8.88767 0.11
H 9.05390 10.93389 7.26426 0.08
C 11.31706 12.72624 12.50171 -0.05
C 12.78022 12.44573 12.21478 -0.26
O 13.59738 13.28661 13.05961 -0.13
H 10.64063 12.01154 12.01253 0.06
H 11.02163 13.74219 12.18916 0.05
H 11.11594 12.67629 13.59932 0.07
H 13.05668 12.59651 11.17244 0.09
H 13.01497 11.40872 12.46807 0.10
H 13.48968 12.94202 13.99472 0.06
C 12.47835 16.62896 12.80275 -0.10
C 13.84857 16.37666 13.32077 -0.35
O 14.56538 17.58957 13.36564 -0.09
H 11.85949 15.67536 12.71806 0.07
H 12.53227 17.14000 11.81945 0.08
H 11.94020 17.27991 13.51051 0.08
H 14.49112 15.69922 12.79816 0.08
H 13.74481 16.02693 14.35197 0.10
H 14.20298 18.34659 13.87047 0.10
C 10.31224 14.91159 16.06757 -0.09
C 8.85574 14.73096 16.38542 -0.34
O 8.46161 13.39484 16.43849 -0.06
H 10.58934 14.49526 15.10892 0.05
H 10.94384 14.53019 16.87376 0.08
H 10.57132 15.95587 15.91312 0.07
H 8.23224 15.24072 15.65197 0.11
H 8.74556 15.17402 17.38807 0.12
H 8.16717 13.14896 15.57393 0.06
C 12.36331 10.84224 17.11250 -0.09
C 12.80655 11.09467 15.73752 -0.31
O 13.00511 12.51206 15.56443 -0.12
H 12.11164 9.80371 17.28652 0.08
H 11.45057 11.43186 17.35317 0.09
H 13.09709 11.25187 17.81247 0.07
H 12.03823 10.77214 15.07442 0.07
H 13.68404 10.45916 15.50331 0.13
H 13.62821 12.70887 16.30105 0.05
C 9.26608 9.96536 14.25400 -0.08
C 8.36566 8.95068 14.91121 -0.29
O 9.10612 8.05639 15.82567 -0.10
H 9.84101 10.58716 14.98453 0.08
H 8.56248 10.57382 13.69628 0.03
H 10.01142 9.49636 13.55952 0.07
H 7.85940 8.40791 14.08554 0.12
H 7.59817 9.42887 15.50862 0.10
H 8.48931 7.31843 15.92264 0.07
C 14.65675 9.60040 7.99756 -0.06
C 14.74453 11.09934 8.05335 -0.35
O 14.81606 11.51843 9.36666 -0.14
H 14.74861 9.32258 6.96028 0.08
H 13.75372 9.27525 8.49724 0.05
H 15.57426 9.27318 8.54305 0.09
H 13.88026 11.59833 7.59418 0.10
H 15.62883 11.40544 7.48501 0.11
H 14.89775 12.52365 9.44676 0.07
C 12.90839 14.86395 9.43578 -0.03
C 14.19867 15.11290 8.63128 -0.42
C 14.56835 16.57960 8.50555 -0.19
O 13.52422 17.34627 7.85091 -0.20
C 13.66479 18.75529 7.97292 -0.11
N 15.31019 14.36113 9.15433 0.05
H 12.02891 15.37499 8.98759 0.09
H 12.97114 15.33171 10.49985 0.10
H 12.60156 13.83499 9.53874 0.04
H 14.01227 14.84740 7.59988 0.14
H 15.46562 16.73610 7.88026 0.13
H 14.83158 16.98622 9.46444 0.12
H 12.90147 19.16130 7.35387 0.07
H 14.66801 19.13741 7.74108 0.09
H 13.33271 19.05905 8.95336 0.08
H 15.51678 14.49616 10.16726 0.08
H 16.14891 14.34312 8.54780 0.12
C 7.47727 11.84076 11.97865 -0.08
C 6.84633 12.90080 11.09657 -0.46
C 7.82725 13.93291 10.63548 -0.25
O 8.34821 14.61328 11.71350 -0.19
C 9.16161 15.68578 11.35207 -0.11
N 6.14486 12.20101 10.02134 0.05
H 8.14880 11.12164 11.38270 0.09
H 6.71652 11.23688 12.50512 0.08
H 8.06352 12.37239 12.77442 0.07
H 6.12527 13.38542 11.74646 0.14
H 7.29436 14.60071 9.90177 0.14
H 8.59462 13.37481 10.04744 0.13
H 9.44390 16.10454 12.33755 0.10
H 8.61089 16.40960 10.72592 0.10
H 9.99371 15.37467 10.73869 0.07
H 6.86534 11.89068 9.37745 0.05
H 5.63402 12.88887 9.48094 0.07
C 16.85363 12.42484 16.09819 -0.06
C 16.41938 13.73628 16.67484 -0.41
C 16.30981 14.82238 15.60655 -0.21
O 17.57582 14.99118 15.03582 -0.19
C 17.68552 16.04015 14.06536 -0.09
N 15.10520 13.62315 17.31574 0.04
H 16.78298 11.53160 16.72724 0.08
H 17.92284 12.48596 15.82693 0.09
H 16.31072 12.17604 15.22366 0.05
H 17.20572 14.04571 17.35537 0.14
H 16.01588 15.74435 16.10058 0.13
H 15.57033 14.57075 14.83074 0.12
H 17.10829 15.77080 13.14570 0.08
H 18.76612 16.04997 13.89435 0.09
H 17.45846 17.03637 14.42736 0.08
H 15.14306 13.19213 18.22833 0.09
H 14.59914 14.51408 17.34908 0.09
```

---

No. 3
Below is one molecule with the formula C3H6O4, with properties calculated with ωB97M-V/def2-TZVPD.

Output
**HOMO (spin up / spin down)**: -9.40 / -9.40 eV
**Molecular weight**: 106.08 g/mol

The geometry in XYZ format:
```
13
Properties=species:S:1:pos:R:3:nbo_charge:R:1
C -0.58357 0.98171 -0.68392 0.28
C -0.71464 -0.07781 0.37305 0.28
C 1.62941 -0.70283 0.08998 -0.27
O -1.06690 2.14086 -0.59754 -0.05
O -1.74045 2.50657 0.47255 -0.45
O 0.60941 -0.18320 0.92840 -0.53
O -1.17631 -1.23576 -0.23437 -0.71
H -1.19873 -1.94660 0.41844 0.49
H -0.13890 0.74347 -1.64214 0.19
H -1.33417 0.28639 1.20459 0.21
H 2.07720 0.09203 -0.51400 0.17
H 1.25247 -1.48878 -0.56748 0.18
H 2.38518 -1.11606 0.75244 0.20
```

---

No. 4
Below is one molecule with the formula C7H8N2S, with properties calculated with ωB97M-V/def2-TZVPD.

Output
**HOMO**: -8.79 eV
**Molecular weight**: 152.22 g/mol

The geometry in XYZ format:
```
18
Properties=species:S:1:pos:R:3:nbo_charge:R:1
C 1.23921 0.56887 1.28514 -0.60
C 0.57862 0.31961 -0.15276 -0.07
C 0.31672 1.52277 -1.03588 -0.64
C -0.52686 -0.61945 -0.15490 0.41
N -1.67816 -0.86934 0.23722 -0.39
C -2.89756 -0.49979 0.62569 -0.11
S -3.87918 0.55202 -0.10666 -0.08
C 0.67777 -1.13059 -0.88795 -0.40
C 1.57554 -2.01965 -0.22151 0.27
N 2.25671 -2.83979 0.25276 -0.30
H 1.69311 1.50819 1.21129 0.22
H 1.93934 -0.30133 1.43419 0.24
H 0.58512 0.67033 2.12283 0.23
H -0.30837 1.33645 -1.98114 0.24
H 1.37951 1.92011 -1.48983 0.23
H -0.40411 2.29642 -0.49198 0.25
H -3.30485 -1.21234 1.34943 0.21
H 0.75742 -1.20249 -1.99592 0.28
```

---

No. 5
Below is one molecule with the formula C2H4N2O2, with properties calculated with ωB97M-V/def2-TZVPD.

Output
**HOMO**: -9.34 eV
**Molecular weight**: 88.07 g/mol

The geometry in XYZ format:
```
10
Properties=species:S:1:pos:R:3:nbo_charge:R:1
N -1.43980 -0.52503 0.80868 -0.66
N -1.37235 -0.42248 -0.57053 -0.26
C -0.29064 -0.39843 -1.14563 0.31
O 1.01999 -0.30973 -0.71814 -0.52
C 1.41612 0.40157 0.39429 0.66
O 0.72057 1.18912 0.97555 -0.58
H -2.40078 -0.35442 1.11641 0.37
H -0.79711 0.14419 1.19702 0.37
H -0.27398 -0.30414 -2.19670 0.17
H 2.47951 0.09292 0.66499 0.15
```

---

Question: Look up the molecular weight of the first one.
Answer: 1322.92 g/mol

---

Question: Which value of molecular weight does entry 2 give?
Answer: 728.10 g/mol